C3H3O2Yb as an isolated structure in a non-equilibrium geometry. Source: the Open Molecules 2025 dataset; level of theory: ωB97M-V with the def2-TZVPD basis set.

Each line ends with the Mulliken charge.
Atoms and positions in Å:
1 Yb 1.75501 -0.35172 0.67802  1.67
2 O -1.33283 0.38979 -0.65320  -0.25
3 O 0.42007 -1.34470 -1.23969  -0.26
4 C -0.70611 2.04834 1.65445  -0.64
5 C -0.64479 -0.99646 -1.55452  0.46
6 C -0.30197 1.05896 0.66464  0.04
7 H -1.77062 2.33543 1.65618  0.33
8 H -0.24727 1.97191 2.65462  0.30
9 H -0.10195 2.77474 1.01673  0.35

total energy	-1424.34715	a.u.
energy above the lowest of the compared OMol25 structures with the same formula, charge and spin	604.1	kJ/mol
HOMO energy (spin up / spin down)	-19.305 / -19.085	eV
LUMO level (spin up / spin down)	-10.2 / -11.1	eV
⟨S²⟩	0.780
strongest force on any atom	0.086	Eh/bohr
charge	+2
multiplicity	2
Kohn-Sham gap (spin up / spin down)	9.1 / 8.0	eV

***

A 2-piece molecular cluster, C4H6N2O2 overall in a non-equilibrium geometry. Source: the Open Molecules 2025 dataset; level of theory: ωB97M-V with the def2-TZVPD basis set.

Each line ends with the Mulliken charge.
Atoms and positions in Å:
1 O 0.12165 1.71309 0.49266  -0.37
2 O 0.46978 -0.81388 1.46591  -0.61
3 N -1.42234 1.19456 0.32720  -0.31
4 N -2.30560 -0.89128 -0.10240  -0.69
5 C -1.23147 -0.34055 0.20940  0.28
6 C 1.77387 -0.54017 -0.51858  -0.18
7 C 0.71445 0.69771 -0.22708  -0.69
8 C 0.19509 -0.58749 0.09413  0.96
9 H 2.48098 -0.97800 0.31191  0.27
10 H -2.30022 -1.97277 -0.21904  0.27
11 H 1.31000 0.66390 1.79768  0.30
12 H 0.19120 0.47168 -1.33582  0.18
13 H 1.86691 -0.38630 -1.73134  0.26
14 H -1.86430 1.76950 -0.56463  0.33

total energy	-415.53495	a.u.
energy above the lowest of the compared OMol25 structures with the same formula, charge and spin	1327.6	kJ/mol
HOMO energy	-9.559	eV
LUMO level	-1.0	eV
strongest force on any atom	0.117	Eh/bohr
multiplicity	1
Kohn-Sham gap	8.6	eV

***

C2H2I2OS as an isolated structure in a non-equilibrium geometry. Source: the Open Molecules 2025 dataset; level of theory: ωB97M-V with the def2-TZVPD basis set.

Each line ends with the Mulliken charge.
Atoms and positions in Å:
1 I -1.60197 -1.98187 0.38196  0.00
2 I 1.51568 -0.27565 -0.23537  0.26
3 S -0.98299 -0.38765 -2.45179  -0.17
4 O 0.34672 1.26703 1.86460  -0.25
5 C 1.40472 0.91869 1.52655  0.04
6 C -0.80658 -0.18323 -0.62019  -0.36
7 H -2.34459 -0.44368 -2.37756  0.16
8 H 2.46901 1.08636 1.91180  0.33

total energy	-1146.05701	a.u.
energy above the lowest of the compared OMol25 structures with the same formula, charge and spin	317.2	kJ/mol
HOMO energy (spin up / spin down)	-7.706 / -7.709	eV
LUMO level (spin up / spin down)	-0.7 / -0.7	eV
strongest force on any atom	0.030	Eh/bohr
multiplicity	1
Kohn-Sham gap (spin up / spin down)	7.0 / 7.0	eV

***

A 23-piece molecular cluster, C49H140N2O33 overall in a non-equilibrium geometry. Source: the Open Molecules 2025 dataset; level of theory: ωB97M-V with the def2-TZVPD basis set.

Each line ends with the Mulliken charge.
Atoms and positions in Å:
1 O 6.02145 -26.73862 -2.61028  -0.59
2 O 0.33077 -33.72981 8.57639  -0.67
3 O 5.51802 -28.40173 5.93348  -0.48
4 O -2.27251 -33.27848 8.02890  -0.67
5 O 1.14188 -25.87232 6.38283  -0.62
6 O 7.57623 -28.12309 1.46200  -0.69
7 O -0.25383 -27.69754 7.73084  -0.75
8 O -0.29217 -23.40102 6.18083  -0.61
9 O -1.68487 -32.20513 -0.98650  -0.22
10 O -0.31016 -30.35975 0.94774  3.83
11 O 7.76602 -30.96211 2.60974  -0.57
12 O -2.79032 -27.73752 6.41027  -0.65
13 O 5.29636 -34.55362 1.21601  -0.46
14 O -0.01559 -34.93538 -3.25867  -0.82
15 O 6.53616 -25.76895 0.40987  -0.65
16 O -5.17090 -34.34986 1.52343  -0.61
17 O 4.23997 -36.55756 2.73250  -0.58
18 O 3.42188 -23.56022 -2.92171  -0.55
19 O 1.48815 -25.94725 -3.59227  -0.43
20 O -3.49301 -31.24692 -2.64834  -0.47
21 O -0.70978 -29.53684 -1.68634  -0.16
22 O -2.80334 -29.35710 2.14850  0.39
23 O -0.39585 -24.28934 -0.19070  -0.32
24 O -2.51088 -23.85281 1.76870  -0.71
25 O -6.40296 -33.45712 3.97614  -0.49
26 O 1.47274 -29.65329 -4.03796  -0.42
27 O -2.03461 -29.24641 -4.13515  -0.50
28 O 5.92435 -31.39853 6.32768  -0.57
29 O -4.21371 -26.06808 1.08852  -0.64
30 O -3.33553 -34.10830 4.03013  -0.51
31 O -4.23103 -31.49332 3.11519  1.07
32 O 1.91288 -23.25957 1.21726  -0.65
33 O 1.40475 -31.58474 -1.40282  -0.27
34 N 0.90370 -30.47390 1.73804  0.64
35 N 0.33032 -36.29638 -2.81304  0.42
36 C -0.80820 -25.25279 0.77410  0.26
37 C 1.25037 -38.54092 -3.18353  -1.33
38 C -2.76136 -28.79629 5.45829  0.51
39 C 2.21657 -23.96055 -2.37667  -0.50
40 C 0.86805 -31.56818 2.77339  1.67
41 C 1.29602 -35.78132 -0.49845  -1.64
42 C -3.32438 -28.34935 1.27383  1.49
43 C 2.75949 -31.85627 -1.31095  -0.47
44 C 1.22174 -36.91814 -5.04282  -2.06
45 C -0.32256 -31.59193 3.78672  -0.39
46 C 1.25158 -38.81464 -1.68035  -0.69
47 C 0.10424 -25.65583 5.43580  1.44
48 C 0.11986 -37.99717 -0.97184  -1.39
49 C 2.18843 -31.59874 3.61923  -0.63
50 C 5.50296 -27.21569 -1.36576  0.03
51 C 3.67405 -35.61979 3.70136  -0.12
52 C 1.49358 -29.11191 2.11148  2.24
53 C -2.52758 -32.58243 6.83544  0.19
54 C -2.93305 -34.64714 2.82434  0.43
55 C -1.46698 -28.37881 -1.92701  1.26
56 C 6.86469 -29.96251 2.98507  -0.11
57 C 4.72038 -31.87767 6.74707  -0.15
58 C 2.65971 -30.23371 4.16961  1.76
59 C -3.01434 -32.42664 -0.48934  1.12
60 C -4.06057 -35.22836 1.90873  -0.61
61 C 1.86743 -28.31139 0.83827  -0.96
62 C 2.75558 -29.36999 -3.55489  0.22
63 C 5.34339 -26.04751 -0.27822  -0.21
64 C -1.31300 -24.54800 2.04003  0.24
65 C 0.86137 -32.97304 2.14631  -1.58
66 C 6.51588 -29.01188 1.89175  0.01
67 C -1.17006 -35.88238 -0.79247  -2.15
68 C -3.85436 -27.13725 1.97041  -0.65
69 C 0.77934 -33.03377 7.36281  0.12
70 C -5.60977 -31.12336 3.42147  -0.25
71 C 2.77639 -29.34968 2.90523  -2.07
72 C 4.67116 -28.01204 6.99607  -0.12
73 C -0.92782 -24.64584 6.03863  -0.34
74 C 1.94362 -25.52176 -2.35014  0.85
75 C 2.46825 -24.33227 1.94345  0.96
76 C 0.51386 -28.32032 2.96377  -0.86
77 C 5.47782 -33.15719 1.31912  -0.39
78 C 1.37395 -37.00486 -3.54705  1.55
79 C 0.36401 -28.83378 7.24394  -0.05
80 C -4.01237 -31.55582 -1.33865  -0.38
81 C 0.15899 -36.46410 -1.28693  2.15
82 C 2.82553 -36.48181 -3.28255  -1.51
83 C -1.54633 -28.08475 -3.39408  -0.95
84 C -6.31964 -32.06198 4.34807  -0.81
85 H -2.49293 -28.93352 -4.91850  0.25
86 H -1.73424 -29.11839 5.28692  -0.35
87 H -1.36375 -33.21813 8.33241  0.45
88 H -5.12512 -26.22901 0.83352  0.36
89 H -4.01187 -28.81562 0.56810  -0.14
90 H 1.12004 -31.10826 -0.61956  -0.25
91 H -0.21478 -26.65021 5.12352  -0.09
92 H 6.53839 -32.90559 1.31674  0.49
93 H 0.03366 -33.01586 1.43838  -0.33
94 H -0.35780 -30.65020 4.33444  -0.49
95 H 3.02656 -31.97163 3.03051  -0.45
96 H -3.26569 -24.42993 1.63160  0.42
97 H 2.42164 -27.40620 1.08644  -0.36
98 H 1.81018 -32.72339 7.53350  0.19
99 H -1.69229 -24.39847 5.30209  0.31
100 H -0.07734 -29.70336 7.73091  0.10
101 H 1.41515 -23.36431 -2.81293  0.34
102 H -2.30197 -35.50054 3.07240  0.49
103 H -2.43505 -28.57957 -1.46807  -0.06
104 H -4.79279 -27.45340 2.42593  0.77
105 H -1.59008 -25.94213 0.45541  0.26
106 H 1.02574 -27.39975 3.24416  0.48
107 H 5.68443 -28.39013 2.22374  0.15
108 H 0.25824 -38.10887 0.10355  0.39
109 H -1.54138 -25.30684 2.78844  -0.33
110 H 0.92058 -35.58512 0.50587  0.30
111 H 1.19566 -39.87575 -1.43745  0.42
112 H 0.71129 -33.71370 2.93181  0.48
113 H 1.73400 -33.13336 1.51314  0.27
114 H 2.01054 -37.29057 -5.69642  0.39
115 H 0.21501 -26.91811 7.42381  0.25
116 H 7.30976 -29.36246 3.77876  0.44
117 H -2.21677 -27.24862 -3.59281  0.42
118 H -5.75765 -30.06157 3.61852  0.39
119 H -3.20487 -28.53684 4.49700  -0.25
120 H -1.15425 -23.72853 -0.36933  0.29
121 H 3.34162 -36.03740 4.65172  0.37
122 H 1.79493 -25.16868 6.38484  0.32
123 H -2.34703 -33.88748 2.30705  -0.37
124 H -1.19122 -31.95894 -0.20082  -0.68
125 H -3.13717 -33.48552 -0.71688  0.00
126 H 2.90549 -34.98113 3.26602  -0.15
127 H -2.08778 -27.88859 7.04682  0.49
128 H -3.57794 -32.50505 6.55462  -0.01
129 H 2.52098 -25.14829 1.22274  -0.42
130 H 5.09334 -32.63184 0.44489  0.25
131 H -3.24518 -29.70311 5.82120  0.25
132 H 3.53723 -24.03719 -3.74682  0.36
133 H 3.46103 -24.13861 2.34962  0.46
134 H 5.06058 -32.73664 2.23408  -0.15
135 H -3.87386 -33.32187 3.91464  0.00
136 H 0.26712 -28.85808 6.15853  -0.10
137 H -1.14983 -34.79301 -0.82332  0.06
138 H 2.77142 -29.26407 -2.47017  -0.77
139 H 6.97361 -26.86072 -2.61884  0.35
140 H 4.41157 -34.86080 3.96233  0.16
141 H -3.20883 -26.70858 2.73699  -0.22
142 H 1.09604 -25.78008 -1.71533  -0.28
143 H 5.95401 -30.40733 3.38617  -0.05
144 H -2.56351 -27.97923 0.58667  -1.11
145 H 3.46903 -29.90348 2.27147  0.43
146 H -1.13334 -27.47348 -1.41990  -0.72
147 H 5.25559 -27.88047 7.90669  0.36
148 H 3.12131 -36.52460 -2.23432  0.25
149 H -5.51168 -33.99841 2.34923  0.23
150 H -1.95102 -33.05820 6.04214  0.05
151 H 3.91776 -28.79268 7.10138  -0.12
152 H 4.59478 -26.36827 0.44621  0.01
153 H -4.93217 -32.12255 -1.48320  0.40
154 H 3.62952 -30.26805 4.66597  -0.55
155 H -7.26727 -33.79939 4.21575  0.28
156 H 2.89643 -25.96003 -2.05320  -0.23
157 H -2.06057 -36.18628 -1.34269  0.56
158 H 0.24979 -32.09279 7.21368  -0.22
159 H -0.47431 -27.99370 2.63982  -0.51
160 H 7.22783 -27.33874 1.03188  0.41
161 H 8.25052 -31.30668 3.36349  0.31
162 H 6.47600 -32.18174 6.26545  0.36
163 H 5.73821 -34.82178 0.40702  0.24
164 H -0.85652 -38.46380 -1.10238  0.42
165 H 1.95079 -29.92503 4.93788  -1.15
166 H 1.39138 -29.24437 -4.90270  0.24
167 H 3.05308 -32.80891 -1.75182  0.26
168 H 1.43615 -28.82562 7.44031  0.43
169 H 6.43725 -25.00172 0.97836  0.30
170 H 0.59586 -25.24671 4.55317  -1.08
171 H 2.05799 -32.26457 4.47231  0.32
172 H -3.81670 -30.71418 2.73722  -0.36
173 H -1.97652 -29.71737 1.81960  -1.21
174 H 4.88923 -25.16485 -0.72848  0.54
175 H -6.17199 -31.28028 2.50094  0.34
176 H 3.04874 -28.42017 -4.00211  0.36
177 H 4.40587 -35.98509 1.97994  0.39
178 H -0.63155 -23.86895 2.55248  0.42
179 H 0.61082 -33.58811 6.43955  0.26
180 H 2.21611 -38.55426 -1.24449  0.26
181 H 3.53726 -37.00506 -3.92110  0.50
182 H 6.28986 -29.61782 1.01434  0.24
183 H -4.16763 -30.60471 -0.82935  -0.09
184 H 2.28392 -23.72706 -1.31411  0.15
185 H -0.57345 -29.63862 -0.74153  -0.54
186 H -4.59404 -36.04494 2.39523  0.44
187 H -2.12477 -31.57274 6.91535  0.05
188 H 3.31623 -28.41444 3.05355  0.77
189 H -0.57703 -27.84796 -3.83280  0.13
190 H 2.52712 -28.91967 0.21948  0.43
191 H -1.27326 -31.74963 3.27738  -0.47
192 H 1.57056 -34.79194 -0.86431  0.27
193 H 0.40036 -39.01814 -3.67122  0.33
194 H 4.54826 -27.70121 -1.56804  -0.43
195 H 2.10041 -38.95166 -3.72833  0.47
196 H 3.90057 -31.15943 6.73517  -0.19
197 H 1.01305 -27.98131 0.24735  -0.59
198 H 1.22054 -23.63360 0.66738  0.22
199 H 0.28015 -37.31173 -5.42570  0.45
200 H 2.13761 -25.66910 -4.24222  0.32
201 H 0.03211 -25.90627 1.00848  -0.57
202 H 2.99412 -31.92442 -0.24869  -0.08
203 H 0.28385 -28.88234 3.86894  -0.42
204 H -7.33131 -31.71199 4.55332  0.52
205 H -0.95763 -22.74189 6.39135  0.32
206 H 1.83682 -24.64776 2.77404  -0.66
207 H 1.13923 -35.86640 -5.31692  0.40
208 H -5.80016 -32.01050 5.30493  0.18
209 H 4.72655 -32.15050 7.80236  0.39
210 H -3.68569 -35.61073 0.95932  0.22
211 H 4.14048 -27.08651 6.77276  0.09
212 H -1.49037 -36.26705 0.17579  0.40
213 H -3.98393 -30.49807 -2.99450  0.25
214 H 5.58416 -29.35762 5.99250  0.20
215 H 2.18337 -36.40657 -0.39956  0.25
216 H -1.27754 -24.91060 7.03648  0.33
217 H 2.73491 -35.41301 -3.47633  0.24
218 H 1.09659 -34.19115 8.92606  0.34
219 H 3.39100 -31.06752 -1.71982  0.21
220 H 6.26993 -27.90531 -1.01323  0.66
221 H -0.24299 -32.36038 4.55565  0.04
222 H 3.42634 -30.08567 -4.03028  0.47
223 H 4.46357 -32.68873 6.06565  0.18
224 H -3.08218 -32.27738 0.58826  -0.58

total energy	-4542.76825	a.u.
HOMO energy	0.843	eV
LUMO level	2.8	eV
strongest force on any atom	0.059	Eh/bohr
charge	-2
multiplicity	1
Kohn-Sham gap	2.0	eV

***

One molecule with the formula C8H9NO5S in a non-equilibrium geometry. Source: the Open Molecules 2025 dataset; level of theory: ωB97M-V with the def2-TZVPD basis set.

Each line ends with the Mulliken charge.
Atoms and positions in Å:
1 S -1.08836 -1.06361 1.51290  1.24
2 O -2.45609 -0.80258 1.84334  -0.62
3 O -0.06557 -0.17442 2.09267  -0.58
4 O -0.67073 -2.44458 1.34371  -0.61
5 O -2.79956 0.94626 -1.13139  -0.63
6 O -1.14883 1.79123 0.16538  -0.25
7 N 0.33947 -0.63144 -0.49987  -0.10
8 C 2.48244 -0.02567 0.03372  -0.70
9 C 0.74439 -1.85947 -0.86536  0.04
10 C -1.78390 3.09353 0.12983  -0.84
11 C 2.98247 -1.25721 -0.31425  -0.17
12 C -1.04818 -0.45185 -0.35474  0.25
13 C 1.17487 0.26361 -0.03125  0.47
14 C -1.76272 0.81404 -0.49496  0.17
15 C 2.06181 -2.20286 -0.78753  -0.77
16 H -1.61503 -1.28230 -0.95306  0.32
17 H -2.59895 2.99112 -0.62567  0.35
18 H 2.43617 -3.07783 -1.20389  0.48
19 H 0.94115 1.27002 0.43246  0.30
20 H 3.97764 -1.66528 -0.26962  0.39
21 H -0.12211 -2.38290 -1.08264  0.43
22 H -0.98282 3.83361 -0.40685  0.24
23 H 3.15387 0.77460 0.50436  0.27
24 H -2.15143 3.54400 0.96272  0.35

total energy	-1139.30473	a.u.
energy above the lowest of the compared OMol25 structures with the same formula, charge and spin	235.1	kJ/mol
HOMO energy	-9.687	eV
LUMO level	-0.8	eV
strongest force on any atom	0.130	Eh/bohr
multiplicity	1
Kohn-Sham gap	8.9	eV

***

> Number 4 is which compound?

C49H140N2O33

***

Repeat the second record exactly.
A 2-piece molecular cluster, C4H6N2O2 overall in a non-equilibrium geometry. Source: the Open Molecules 2025 dataset; level of theory: ωB97M-V with the def2-TZVPD basis set.

Each line ends with the Mulliken charge.
Atoms and positions in Å:
1 O 0.12165 1.71309 0.49266  -0.37
2 O 0.46978 -0.81388 1.46591  -0.61
3 N -1.42234 1.19456 0.32720  -0.31
4 N -2.30560 -0.89128 -0.10240  -0.69
5 C -1.23147 -0.34055 0.20940  0.28
6 C 1.77387 -0.54017 -0.51858  -0.18
7 C 0.71445 0.69771 -0.22708  -0.69
8 C 0.19509 -0.58749 0.09413  0.96
9 H 2.48098 -0.97800 0.31191  0.27
10 H -2.30022 -1.97277 -0.21904  0.27
11 H 1.31000 0.66390 1.79768  0.30
12 H 0.19120 0.47168 -1.33582  0.18
13 H 1.86691 -0.38630 -1.73134  0.26
14 H -1.86430 1.76950 -0.56463  0.33

total energy	-415.53495	a.u.
energy above the lowest of the compared OMol25 structures with the same formula, charge and spin	1327.6	kJ/mol
HOMO energy	-9.559	eV
LUMO level	-1.0	eV
strongest force on any atom	0.117	Eh/bohr
multiplicity	1
Kohn-Sham gap	8.6	eV

***

> The highest strongest force on any atom belongs to which entry?

C8H9NO5S